{"formula": "C46H63Cl3N4O4PSSbSe4Ti", "method": "ωB97M-V with the def2-TZVPD basis set", "spin_multiplicity": 2, "orbital_gap_ev": [6.5, 5.7], "e_tot_ev": -411601.3263, "total_charge": 1, "homo_energy_ha": [-0.3810, -0.3755], "de_lowest_kcal_mol": 5.93, "e_lumo_ev": [-3.9, -4.5], "symbols": ["Ti", "C", "N", "C", "C", "C", "C", "C", "N", "C", "C", "C", "C", "C", "C", "H", "H", "H", "H", "H", "H", "H", "H", "H", "H", "H", "O", "H", "H", "O", "H", "H", "O", "H", "H", "Se", "Sb", "Se", "Se", "Se", "C", "C", "C", "C", "C", "C", "P", "C", "C", "C", "C", "C", "C", "C", "C", "C", "C", "C", "C", "H", "H", "H", "H", "H", "H", "H", "H", "H", "H", "H", "H", "H", "H", "H", "H", "H", "H", "H", "H", "H", "H", "H", "H", "H", "H", "H", "H", "H", "H", "H", "H", "H", "Cl", "C", "C", "C", "C", "C", "C", "N", "C", "C", "N", "C", "O", "C", "C", "C", "Cl", "S", "C", "C", "C", "Cl", "C", "H", "H", "H", "H", "H", "H", "H", "H", "H", "H", "H", "H", "H"], "coordinates": [[-0.45970, -0.22839, 1.21032], [-3.08939, -2.03465, 0.71406], [-1.70679, -1.73004, 0.33281], [-1.07612, -2.42711, -0.58409], [0.25406, -2.10489, -0.90613], [1.18809, -2.71802, -1.70999], [2.40586, -1.98583, -1.52111], [2.09746, -0.96594, -0.65254], [0.81573, -1.03550, -0.17969], [-3.96311, -2.75801, -0.26622], [-3.91971, -4.15628, -0.28828], [-4.84972, -4.78461, -1.08682], [-5.66506, -4.11340, -1.95182], [-5.74007, -2.69841, -1.91523], [-4.85170, -2.04147, -1.07338], [-3.60161, -1.05074, 0.89340], [-3.05474, -2.59866, 1.64892], [-1.57218, -3.26123, -1.08453], [1.10281, -3.61489, -2.30029], [3.36556, -2.16066, -1.97891], [2.76751, -0.19884, -0.30750], [-3.27649, -4.72097, 0.35765], [-4.90023, -5.87512, -1.11728], [-6.36046, -4.59823, -2.60317], [-6.41293, -2.12445, -2.52637], [-4.90074, -0.96213, -0.96664], [-3.02950, 3.14236, 0.51613], [-3.75844, 3.67385, 0.76790], [-2.52336, 3.58321, -0.17337], [-1.06222, -4.29523, 1.76879], [-0.79491, -3.50485, 2.23778], [-0.85557, -4.99692, 2.39135], [-2.15831, 0.77485, 1.69263], [-2.63819, 1.40887, 1.15783], [-2.72479, 0.48549, 2.46641], [-2.41251, -3.88105, 5.15824], [-2.68405, -1.41840, 4.87616], [-4.39707, -0.57159, 3.42174], [-1.82959, -0.63097, 6.99083], [-0.34413, -1.20955, 3.28409], [1.20610, 3.44939, 5.80196], [1.73294, 2.01099, 6.00868], [1.45415, 1.14488, 4.75092], [1.71159, 1.96476, 3.49511], [0.46279, 2.94319, 3.43738], [0.03516, 3.37678, 4.81925], [1.98251, 0.95159, 1.92795], [3.35742, -0.25369, 2.35817], [2.89604, -1.68833, 2.60619], [4.07495, -2.64215, 2.52086], [5.39729, -1.97499, 2.95068], [5.05294, -0.96767, 4.03468], [4.34411, 0.25580, 3.42963], [2.67720, 2.08302, 0.59362], [4.21980, 2.09090, 0.35176], [4.76974, 3.29506, -0.42606], [3.61810, 3.92634, -1.25592], [2.63004, 4.50514, -0.22557], [2.25285, 3.51537, 0.92325], [1.93955, 4.12275, 5.43142], [0.86883, 3.94665, 6.71907], [1.22154, 1.53509, 6.85514], [2.79143, 2.05651, 6.21878], [0.41973, 0.80800, 4.70650], [2.03462, 0.23241, 4.70506], [2.63606, 2.55294, 3.57557], [-0.36948, 2.42636, 2.92412], [0.69169, 3.79997, 2.85244], [-0.78154, 2.67119, 5.15019], [-0.47384, 4.35607, 4.71646], [3.92936, -0.27101, 1.39451], [2.09233, -1.96355, 1.92103], [2.39904, -1.68384, 3.58897], [4.11758, -3.08974, 1.52169], [3.81450, -3.44578, 3.22796], [5.91625, -1.41114, 2.15132], [6.17214, -2.66560, 3.28384], [5.90930, -0.62318, 4.58513], [4.34286, -1.43727, 4.74750], [5.12678, 0.87251, 3.00045], [3.86666, 0.87175, 4.16398], [2.19502, 1.76573, -0.30051], [4.49333, 1.20470, -0.20041], [4.77122, 1.97885, 1.26101], [5.55447, 2.96594, -1.08003], [5.10884, 4.08832, 0.22613], [3.13151, 3.15307, -1.93044], [3.98626, 4.70475, -1.91298], [1.70971, 4.83427, -0.68797], [3.08751, 5.39556, 0.23033], [1.16495, 3.57382, 1.04560], [2.64775, 3.80343, 1.89624], [3.64300, 0.54668, -4.65416], [1.89434, 0.59967, -4.91671], [1.19433, -0.57062, -4.68813], [-0.18406, -0.54025, -4.69031], [-0.84586, 0.63411, -4.98128], [-2.37644, 0.67790, -4.93721], [-2.87295, 1.35321, -3.60043], [-1.90983, 1.51930, -2.50303], [-1.15528, 2.66748, -2.21114], [-0.59363, 2.45664, -0.99729], [-0.99962, 1.24288, -0.49458], [-1.73175, 0.69858, -1.46050], [-2.96729, -0.54127, -5.27453], [-3.51776, -1.39464, -4.28110], [-3.87346, -2.65035, -4.91614], [-3.18760, -3.80557, -4.84771], [-1.75807, -4.10526, -3.96385], [-3.80682, -5.03602, -5.86512], [-5.02505, -3.97721, -6.40762], [-5.00065, -2.76747, -5.83749], [-0.13142, 1.78021, -5.37505], [-1.01337, 3.25711, -5.76070], [1.24973, 1.73467, -5.39591], [1.70307, -1.51214, -4.48931], [-0.70647, -1.47608, -4.40911], [-2.75576, 1.35309, -5.68778], [-3.73732, 0.79453, -3.24267], [-3.20574, 2.34776, -3.82183], [-1.15603, 3.46755, -2.91702], [0.14173, 3.03764, -0.49898], [-2.28957, -0.22812, -1.45633], [-4.40388, -0.92483, -3.79983], [-2.74790, -1.57350, -3.49440], [-5.76818, -4.33947, -7.12790], [-5.73625, -2.03945, -6.08229], [1.85641, 2.58577, -5.69691]]}